{"formula": "C3H5IN4", "method": "ωB97M-V with the def2-TZVPD basis set", "mol_weight_g_mol": 224.01, "lumo_energy_ha": [0.0181, -0.0698], "spin_multiplicity": 3, "fmax_ev_per_a": 5.3, "homo_lumo_gap_ha": [0.18812, 0.25949], "de_lowest_kcal_mol": 0.0, "elements": ["C", "C", "C", "N", "N", "N", "N", "I", "H", "H", "H", "H", "H"], "positions_angstrom": [[-0.39, 0.47, -0.96], [-0.56, 1.24, 0.21], [1.13, -1.55, 1.42], [0.34, -0.60, -0.60], [0.06, 0.63, 1.20], [0.52, -0.55, 0.69], [-0.86, 0.84, -2.18], [-1.60, 3.04, 0.52], [0.52, -1.62, 2.41], [0.94, -2.46, 0.80], [2.19, -1.41, 1.56], [-1.34, 1.75, -2.06], [-0.95, 0.21, -2.99]]}

{"formula": "C11H5N2NdO5", "method": "ωB97M-V with the def2-TZVPD basis set", "mol_weight_g_mol": 389.41, "lumo_energy_ha": [-0.3429, -0.3366], "total_charge": 2, "spin_multiplicity": 4, "fmax_ev_per_a": 6.1, "homo_lumo_gap_ha": [0.24047, 0.24915], "elements": ["O", "C", "Nd", "C", "O", "C", "O", "C", "O", "C", "O", "H", "N", "C", "C", "C", "C", "C", "N", "C", "H", "H", "H", "H"], "positions_angstrom": [[-3.30, -1.34, -3.48], [-3.28, -0.82, -2.45], [-2.57, 0.16, -0.19], [-1.57, 2.40, 0.04], [-0.87, 3.31, 0.10], [-0.07, -0.12, -3.02], [0.77, -0.55, -2.21], [-1.33, 0.48, -2.53], [-1.91, 1.51, -2.75], [-1.46, -1.99, -0.66], [-0.94, -2.94, -1.03], [0.04, -0.20, -4.13], [4.31, 1.86, 1.12], [3.32, 1.26, 1.27], [2.10, 0.51, 1.53], [2.01, -0.29, 2.69], [0.81, -0.96, 2.93], [-0.24, -0.81, 2.03], [-0.20, 0.01, 0.96], [0.99, 0.61, 0.67], [2.86, -0.34, 3.38], [0.68, -1.60, 3.80], [-1.18, -1.35, 2.18], [1.03, 1.19, -0.24]]}

{"formula": "C31H64BBr22N2O5", "method": "ωB97M-V with the def2-TZVPD basis set", "mol_weight_g_mol": 2313.56, "lumo_energy_ha": -0.0997, "total_charge": 1, "spin_multiplicity": 1, "fmax_ev_per_a": 5.4, "homo_lumo_gap_ha": 0.29898, "elements": ["N", "C", "O", "C", "B", "O", "O", "C", "N", "C", "C", "C", "C", "C", "O", "C", "O", "H", "H", "H", "H", "H", "H", "H", "H", "H", "H", "H", "H", "H", "H", "H", "H", "H", "H", "H", "H", "Br", "C", "C", "Br", "H", "H", "H", "H", "Br", "C", "C", "Br", "H", "H", "H", "H", "Br", "C", "C", "Br", "H", "H", "H", "H", "Br", "C", "C", "Br", "H", "H", "H", "H", "Br", "C", "C", "Br", "H", "H", "H", "H", "Br", "C", "C", "Br", "H", "H", "H", "H", "Br", "C", "C", "Br", "H", "H", "H", "H", "Br", "C", "C", "Br", "H", "H", "H", "H", "Br", "C", "C", "Br", "H", "H", "H", "H", "Br", "C", "C", "Br", "H", "H", "H", "H", "Br", "C", "C", "Br", "H", "H", "H", "H"], "positions_angstrom": [[3.09, -3.27, 0.33], [4.30, -4.11, -0.01], [5.52, -3.33, -0.09], [5.88, -2.97, -1.45], [4.99, -1.72, -2.06], [4.16, -1.82, -3.23], [5.09, -0.47, -1.32], [5.97, -4.23, -2.47], [5.37, -5.45, -1.84], [4.02, -5.06, -1.28], [3.25, -6.42, -0.94], [1.66, -6.28, -0.79], [0.92, -5.50, -2.00], [0.06, -4.31, -1.30], [-0.89, -3.68, -2.21], [-1.43, -2.58, -1.44], [-2.55, -2.63, -0.87], [2.55, -3.76, 1.06], [3.39, -2.37, 0.75], [4.43, -4.82, 0.90], [6.96, -2.55, -1.40], [3.21, -1.73, -2.95], [4.56, -0.65, -0.50], [7.07, -4.49, -2.70], [5.46, -4.04, -3.47], [5.92, -5.82, -1.04], [5.23, -6.14, -2.60], [3.49, -4.42, -2.08], [3.53, -7.22, -1.71], [3.66, -6.79, 0.08], [1.41, -5.76, 0.20], [1.17, -7.34, -0.72], [1.61, -5.11, -2.82], [0.12, -6.16, -2.54], [0.73, -3.49, -0.86], [-0.56, -4.80, -0.44], [-0.76, -1.66, -1.32], [-1.18, 1.85, -4.23], [0.06, 0.59, -5.05], [0.15, -0.69, -4.26], [1.24, -0.45, -2.66], [1.02, 1.11, -5.15], [-0.35, 0.40, -6.05], [0.65, -1.46, -4.83], [-0.82, -1.06, -3.93], [-5.43, 2.72, -4.84], [-5.46, 2.71, -2.89], [-5.28, 4.10, -2.33], [-3.41, 4.66, -2.43], [-4.70, 2.01, -2.56], [-6.45, 2.32, -2.62], [-5.53, 4.13, -1.27], [-5.87, 4.86, -2.85], [1.88, -2.69, 3.87], [3.27, -1.36, 4.19], [3.00, -0.09, 3.42], [3.44, -0.29, 1.54], [4.22, -1.83, 3.93], [3.24, -1.17, 5.27], [3.64, 0.72, 3.78], [1.96, 0.23, 3.47], [-0.42, -8.94, -2.40], [-1.88, -9.49, -1.23], [-2.85, -8.36, -1.03], [-2.15, -7.05, 0.23], [-1.44, -9.85, -0.31], [-2.36, -10.32, -1.75], [-3.78, -8.72, -0.58], [-3.09, -7.82, -1.94], [7.01, -0.56, 5.81], [8.29, -1.40, 4.61], [7.61, -2.01, 3.41], [6.73, -3.69, 3.87], [8.85, -2.13, 5.20], [8.96, -0.60, 4.30], [8.33, -2.27, 2.64], [6.84, -1.36, 2.98], [-6.35, 7.41, -6.76], [-6.50, 5.83, -7.89], [-7.94, 5.55, -8.24], [-8.88, 4.73, -6.74], [-6.02, 5.01, -7.36], [-5.93, 6.07, -8.79], [-8.01, 4.82, -9.05], [-8.50, 6.44, -8.52], [5.61, 0.75, 9.05], [7.02, 2.07, 9.37], [6.76, 3.34, 8.61], [7.19, 3.14, 6.72], [7.97, 1.59, 9.10], [7.00, 2.25, 10.45], [7.41, 4.14, 8.96], [5.72, 3.67, 8.66], [0.84, 5.91, 0.29], [-0.49, 4.70, -0.45], [-0.88, 3.64, 0.55], [0.50, 2.26, 0.68], [-0.07, 4.30, -1.37], [-1.35, 5.33, -0.69], [-1.77, 3.11, 0.22], [-1.03, 4.03, 1.56], [-10.64, 6.66, -2.11], [-9.39, 5.41, -2.93], [-9.30, 4.13, -2.14], [-8.22, 4.36, -0.54], [-8.44, 5.92, -3.03], [-9.80, 5.22, -3.93], [-8.80, 3.35, -2.72], [-10.27, 3.75, -1.81], [3.05, 6.70, 6.63], [4.34, 5.86, 5.43], [3.66, 5.24, 4.24], [2.80, 3.56, 4.71], [4.90, 5.14, 6.03], [5.00, 6.67, 5.12], [4.39, 4.99, 3.47], [2.89, 5.88, 3.80], [-11.64, 5.29, 1.04], [-11.79, 4.55, 2.83], [-10.50, 3.88, 3.25], [-10.31, 2.13, 2.41], [-12.65, 3.88, 2.83], [-12.00, 5.41, 3.48], [-10.51, 3.68, 4.32], [-9.61, 4.45, 3.00]]}

{"formula": "C4H10O", "method": "ωB97M-V with the def2-TZVPD basis set", "mol_weight_g_mol": 74.12, "smiles": "C=C(C)O.C", "lumo_energy_ha": 0.0335, "spin_multiplicity": 1, "fmax_ev_per_a": 0.3, "homo_lumo_gap_ha": 0.36062, "de_lowest_kcal_mol": 18.2, "elements": ["C", "C", "C", "O", "H", "H", "H", "H", "H", "H", "C", "H", "H", "H", "H"], "positions_angstrom": [[1.47, -0.54, 0.11], [0.56, 0.08, 0.86], [0.71, 1.47, 1.41], [-0.64, -0.46, 1.23], [2.40, -0.06, -0.14], [1.30, -1.54, -0.29], [1.54, 1.99, 0.94], [-0.22, 2.03, 1.24], [0.87, 1.44, 2.50], [-0.72, -1.33, 0.83], [-1.48, -0.60, -1.91], [-1.11, 0.13, -1.19], [-0.85, -0.61, -2.79], [-1.46, -1.60, -1.45], [-2.51, -0.36, -2.18]]}

{"formula": "C5H12NS", "method": "ωB97M-V with the def2-TZVPD basis set", "mol_weight_g_mol": 118.22, "smiles": "CC1(C)SC[C@@H]1[NH3+]", "lumo_energy_ha": -0.1254, "total_charge": 1, "spin_multiplicity": 1, "fmax_ev_per_a": 4.4, "homo_lumo_gap_ha": 0.36188, "de_lowest_kcal_mol": 55.4, "elements": ["C", "C", "C", "S", "C", "C", "N", "H", "H", "H", "H", "H", "H", "H", "H", "H", "H", "H", "H"], "positions_angstrom": [[1.13, -0.59, -1.35], [0.21, -0.66, -0.14], [0.50, -1.56, 1.02], [-1.59, -0.80, -0.66], [-1.54, 0.37, 0.86], [-0.08, 0.77, 0.54], [-0.24, 1.80, -0.52], [1.48, -1.49, -1.62], [2.03, -0.14, -1.22], [0.74, -0.03, -2.17], [-0.36, -1.39, 1.61], [1.50, -1.35, 1.44], [0.67, -2.64, 0.65], [-1.64, -0.16, 1.69], [-2.38, 1.04, 0.72], [0.47, 0.91, 1.46], [-1.02, 1.53, -0.99], [0.59, 1.66, -1.10], [-0.48, 2.73, -0.22]]}

{"formula": "CH4FNP2", "method": "ωB97M-V with the def2-TZVPD basis set", "mol_weight_g_mol": 111.00, "lumo_energy_ha": [-0.0492, -0.0535], "spin_multiplicity": 1, "fmax_ev_per_a": 3.3, "homo_lumo_gap_ha": [0.24128, 0.23585], "de_lowest_kcal_mol": 52.4, "elements": ["C", "N", "F", "P", "P", "H", "H", "H", "H"], "positions_angstrom": [[-0.58, -0.44, -0.05], [2.02, -0.70, 0.02], [0.73, 2.45, -1.48], [3.34, -1.04, 0.73], [0.96, -0.20, -1.12], [-1.01, -1.38, -0.28], [-1.23, 0.27, -0.60], [-0.52, -0.23, 0.98], [0.81, 1.48, -1.33]]}